Record 1
A single C2H3NO2 molecule at a distorted geometry, computed with ωB97M-V/def2-TZVPD.

The energy comes out at -7703.7929 eV. As for the SMILES: O=CCN=O. The calculation puts the highest occupied orbital energy (spin up / spin down) at -9.5 / -9.5 eV. The value obtained for the gap between HOMO and LUMO (spin up / spin down) is 0.3359 / 0.3360 Ha.

Cartesian coordinates (Å):
O  -0.030  2.229  -0.477
C  -0.162  1.212  0.131
C  0.661  -0.050  -0.236
N  2.047  0.374  -0.273
O  2.766  -0.080  0.579
H  -0.750  0.955  0.977
H  0.277  -0.958  0.496
H  0.246  -0.380  -1.310

***

Record 2
A molecular structure, C27H38CoN5O7P2Si at a distorted geometry, computed with ωB97M-V/def2-TZVPD.

The energy comes out at -114488.8309 eV. The multiplicity is 4. The calculation puts the highest occupied orbital energy (spin up / spin down) at -4.0 / -4.0 eV. The value obtained for the gap between HOMO and LUMO (spin up / spin down) is 0.2332 / 0.2344 Ha. As for the charge: -1.

Cartesian coordinates (Å):
Co  -0.470  1.452  1.059
C  -0.362  -0.724  0.623
Si  0.662  -1.864  -0.499
C  1.788  -1.019  -1.818
N  1.334  0.002  -2.736
C  -0.073  0.405  -2.802
C  -0.338  1.315  -4.009
C  0.546  0.935  -5.244
C  2.030  0.882  -4.906
C  2.362  0.752  -3.422
C  1.854  -2.841  0.655
C  2.806  -2.135  1.431
C  3.605  -2.890  2.341
C  3.259  -4.235  2.630
C  2.270  -4.850  1.922
C  1.583  -4.211  0.939
C  -0.255  -3.163  -1.452
C  -1.675  -3.228  -1.507
C  -2.283  -4.039  -2.467
C  -1.557  -4.970  -3.157
C  -0.154  -4.955  -3.105
C  0.461  -4.158  -2.157
H  -0.239  -1.119  1.682
H  -1.413  -0.756  0.308
H  2.226  -1.829  -2.401
H  2.563  -0.477  -1.231
H  -0.356  0.888  -1.867
H  -0.705  -0.529  -2.838
H  -0.349  2.426  -3.751
H  -1.424  1.218  -4.329
H  0.295  1.683  -6.025
H  0.179  -0.022  -5.656
H  2.632  1.764  -5.239
H  2.454  0.025  -5.397
H  2.518  1.781  -2.922
H  3.263  0.071  -3.331
H  3.089  -1.058  1.326
H  4.395  -2.411  2.903
H  3.823  -4.685  3.461
H  1.904  -5.835  2.159
H  0.778  -4.767  0.350
H  -2.260  -2.769  -0.756
H  -3.358  -3.986  -2.635
H  -2.082  -5.623  -3.885
H  0.431  -5.627  -3.724
H  1.559  -4.138  -2.069
O  0.941  4.388  -1.943
P  1.080  3.551  -0.541
O  2.550  3.185  -0.430
O  0.062  2.416  -0.564
O  0.546  4.614  0.621
P  -1.077  4.444  1.252
O  -1.017  5.797  2.169
O  -2.144  4.388  0.226
O  -1.015  3.150  2.046
H  1.750  4.892  -2.093
H  -0.136  6.146  2.012
N  2.565  2.398  3.701
C  2.194  1.153  4.198
C  1.455  0.612  3.210
N  1.330  1.469  2.139
C  2.065  2.528  2.459
H  3.152  3.055  4.145
H  2.483  0.658  5.155
H  1.024  -0.365  3.235
H  2.368  3.396  1.842
C  -4.377  1.389  5.140
C  -3.907  1.214  3.721
C  -4.568  1.241  2.479
C  -3.511  0.988  1.546
N  -2.381  0.688  2.171
N  -2.571  0.950  3.499
C  -3.691  1.101  0.050
H  -5.211  0.655  5.426
H  -4.898  2.389  5.220
H  -3.553  1.400  5.852
H  -5.608  1.369  2.180
H  -1.904  0.653  4.244
H  -3.256  0.255  -0.442
H  -3.295  2.041  -0.331
H  -4.762  1.105  -0.044

***

Record 3
A gas-phase ion, C5H10N (charge +1) at a distorted geometry, computed with ωB97M-V/def2-TZVPD.

The energy comes out at -6827.3814 eV. As for the SMILES: C=C[N+]1(C)CC1. The calculation puts the highest occupied orbital energy at -15.3 eV. The value obtained for the gap between HOMO and LUMO is 0.4575 Ha. As for the charge: +1.

Cartesian coordinates (Å):
C  -2.161  0.299  0.227
C  -1.138  -0.091  -0.499
N  0.293  -0.082  0.025
C  0.760  -1.505  0.102
C  0.785  1.106  0.705
C  1.141  0.815  -0.681
H  -3.213  0.456  -0.094
H  -2.307  0.613  1.298
H  -1.293  -0.398  -1.583
H  1.286  -1.548  1.101
H  -0.041  -2.189  0.028
H  1.516  -1.714  -0.647
H  1.662  0.784  1.434
H  -0.068  1.661  0.973
H  0.583  1.400  -1.433
H  2.195  0.395  -0.956

***

Record 4
2 unconnected molecules or ions with the total composition C4H8NO2 at a distorted geometry, computed with ωB97M-V/def2-TZVPD.

The energy comes out at -9859.7245 eV. The multiplicity is 2. The calculation puts the highest occupied orbital energy (spin up / spin down) at -5.1 / -8.6 eV. The value obtained for the gap between HOMO and LUMO (spin up / spin down) is 0.1945 / 0.3223 Ha.

Cartesian coordinates (Å):
O  -0.904  -0.337  1.322
C  -1.111  -0.200  2.515
O  -1.347  1.039  3.064
H  -1.033  -1.024  3.236
H  -1.949  0.851  3.826
C  1.266  -0.011  -1.469
C  2.276  -0.338  -0.635
C  -0.959  0.215  -2.146
N  -0.141  -0.124  -1.207
H  1.450  0.332  -2.513
H  2.149  -0.589  0.425
H  3.346  -0.164  -0.922
H  -2.004  0.266  -2.040
H  -0.526  0.465  -3.146
H  -0.513  -0.382  -0.309

***

Record 5
A single FHN2O3 molecule at a distorted geometry, computed with ωB97M-V/def2-TZVPD.

The energy comes out at -11848.9652 eV. As for the SMILES: O=N[N@+]([O-])(O)F. The calculation puts the highest occupied orbital energy at -10.5 eV. The value obtained for the gap between HOMO and LUMO is 0.3356 Ha.

Cartesian coordinates (Å):
O  1.946  0.818  -0.091
N  1.283  0.555  0.758
N  -0.062  -0.166  -0.116
O  0.120  -0.138  -1.295
O  -1.111  0.549  0.441
F  -0.340  -1.675  0.331
H  -1.835  0.057  -0.028

***

Record 6
A single C19H21BN2O3S molecule at a distorted geometry, computed with ωB97M-V/def2-TZVPD.

The energy comes out at -40678.7014 eV. As for the SMILES: OB(O)c1cc2cc(CNc3ccc(N4CCOCC4)cc3)ccc2s1. The calculation puts the highest occupied orbital energy at -7.2 eV. The value obtained for the gap between HOMO and LUMO is 0.2844 Ha.

Cartesian coordinates (Å):
O  -5.858  3.038  -1.113
B  -4.671  2.260  -0.951
O  -4.095  1.592  -2.029
C  -4.131  2.073  0.430
C  -2.896  1.665  0.484
C  -2.309  1.523  1.775
C  -1.017  1.039  2.044
C  -0.600  0.972  3.411
C  0.877  0.621  3.701
N  1.744  0.943  2.623
C  1.970  0.216  1.411
C  2.666  0.910  0.385
C  2.960  0.195  -0.769
C  2.369  -1.036  -1.067
N  2.739  -1.603  -2.306
C  2.283  -1.001  -3.526
C  0.932  -1.690  -3.931
O  0.549  -2.596  -2.941
C  1.470  -3.637  -2.680
C  2.805  -3.087  -2.393
C  1.615  -1.678  -0.066
C  1.438  -1.035  1.178
C  -1.440  1.547  4.394
C  -2.685  2.020  4.117
C  -3.139  2.005  2.835
S  -4.627  2.444  2.063
H  -6.153  3.370  -0.269
H  -4.643  1.323  -2.826
H  -2.357  1.486  -0.442
H  -0.303  0.676  1.242
H  1.162  1.233  4.525
H  1.029  -0.446  3.979
H  2.149  1.891  2.625
H  2.992  1.935  0.519
H  3.659  0.604  -1.500
H  2.222  0.039  -3.431
H  3.039  -1.208  -4.355
H  0.150  -0.960  -4.028
H  0.930  -2.114  -4.906
H  1.016  -4.248  -1.910
H  1.382  -4.305  -3.589
H  3.455  -3.276  -3.285
H  3.377  -3.450  -1.462
H  1.521  -2.722  -0.215
H  0.820  -1.434  1.968
H  -1.072  1.596  5.358
H  -3.322  2.312  4.922

***

Record 7
7 unconnected molecules or ions with the total composition C54H60F6NO3 at a distorted geometry, computed with ωB97M-V/def2-TZVPD.

The energy comes out at -80895.0919 eV. The calculation puts the highest occupied orbital energy at -10.3 eV. The value obtained for the gap between HOMO and LUMO is 0.1941 Ha. As for the charge: +1.

Cartesian coordinates (Å):
C  6.968  -4.348  0.287
C  5.546  -3.693  -0.122
C  5.027  -2.756  1.112
C  4.292  -1.412  0.573
C  2.787  -1.690  0.043
C  1.847  -0.385  0.051
C  0.290  -0.708  0.417
C  -0.610  -0.185  -0.824
C  -2.169  -0.586  -0.701
C  -2.918  0.066  0.558
C  -4.221  -0.757  1.039
C  -4.429  -2.284  0.762
C  -5.721  -2.971  1.294
C  -6.069  -4.530  1.032
O  -6.170  -5.377  1.935
O  -6.304  -4.869  -0.350
C  -7.672  -4.443  -0.683
C  -7.726  -3.251  -1.766
O  -6.414  -2.915  -2.320
C  -6.754  -2.119  2.087
C  -6.428  -0.626  2.291
N  -5.229  0.009  1.768
H  6.940  -4.716  1.369
H  7.255  -5.189  -0.453
H  7.754  -3.505  0.253
H  5.735  -3.035  -1.053
H  4.723  -4.460  -0.318
H  5.987  -2.496  1.705
H  4.347  -3.318  1.840
H  4.970  -1.014  -0.288
H  4.330  -0.639  1.429
H  2.374  -2.590  0.612
H  2.905  -2.000  -1.068
H  2.313  0.381  0.771
H  1.913  0.077  -1.008
H  0.087  -0.120  1.391
H  0.131  -1.811  0.665
H  -0.434  0.922  -1.070
H  -0.215  -0.767  -1.745
H  -2.213  -1.730  -0.744
H  -2.667  -0.207  -1.676
H  -2.185  0.035  1.450
H  -3.201  1.164  0.366
H  -3.676  -2.909  0.185
H  -8.166  -5.370  -1.165
H  -8.294  -4.176  0.246
H  -8.192  -2.283  -1.349
H  -8.380  -3.551  -2.672
H  -5.969  -2.433  -1.583
H  -7.718  -2.574  2.486
H  -7.178  0.012  2.889
H  -5.109  1.030  1.929
F  6.365  -0.537  -1.948
C  5.612  0.139  -2.832
C  4.970  1.300  -2.431
C  4.194  2.003  -3.348
C  4.061  1.530  -4.652
C  4.707  0.360  -5.041
C  5.492  -0.337  -4.128
H  5.078  1.648  -1.410
H  3.692  2.917  -3.047
H  3.453  2.075  -5.363
H  4.599  -0.009  -6.055
H  6.009  -1.245  -4.417
F  5.316  -0.742  -7.762
C  4.503  -1.019  -8.796
C  3.392  -0.219  -9.020
C  2.553  -0.502  -10.094
C  2.828  -1.587  -10.923
C  3.943  -2.385  -10.684
C  4.789  -2.097  -9.618
H  3.190  0.616  -8.360
H  1.686  0.122  -10.283
H  2.171  -1.810  -11.757
H  4.154  -3.233  -11.328
H  5.666  -2.702  -9.422
F  2.028  2.455  -6.838
C  0.746  2.829  -6.692
C  -0.231  1.858  -6.531
C  -1.558  2.245  -6.375
C  -1.894  3.597  -6.392
C  -0.905  4.562  -6.559
C  0.424  4.177  -6.704
H  0.049  0.811  -6.529
H  -2.330  1.494  -6.241
H  -2.931  3.897  -6.274
H  -1.169  5.614  -6.576
H  1.208  4.915  -6.826
F  4.920  1.169  2.310
C  4.867  0.941  3.633
C  4.244  1.864  4.459
C  4.184  1.625  5.829
C  4.758  0.470  6.357
C  5.385  -0.447  5.518
C  5.436  -0.214  4.148
H  3.811  2.760  4.030
H  3.693  2.336  6.482
H  4.715  0.286  7.425
H  5.835  -1.343  5.932
H  5.912  -0.921  3.479
F  2.857  1.375  8.315
C  1.576  1.750  8.458
C  0.597  0.782  8.616
C  -0.730  1.172  8.769
C  -1.063  2.524  8.752
C  -0.071  3.487  8.588
C  1.257  3.099  8.445
H  0.874  -0.265  8.618
H  -1.503  0.423  8.901
H  -2.099  2.827  8.867
H  -0.333  4.540  8.570
H  2.043  3.835  8.325
F  -6.260  2.607  3.425
C  -7.009  2.981  4.484
C  -7.618  2.011  5.264
C  -8.386  2.397  6.359
C  -8.544  3.749  6.652
C  -7.931  4.715  5.858
C  -7.154  4.329  4.771
H  -7.490  0.964  5.016
H  -8.861  1.646  6.981
H  -9.146  4.050  7.503
H  -8.058  5.767  6.087
H  -6.663  5.066  4.147

***

Record 8
2 unconnected molecules or ions with the total composition C14H12F5N2O4S, computed with ωB97M-V/def2-TZVPD.

The energy comes out at -50298.2847 eV. The calculation puts the highest occupied orbital energy at -12.5 eV. The value obtained for the gap between HOMO and LUMO is 0.2737 Ha. As for the charge: +1.

Cartesian coordinates (Å):
F  6.049  0.382  1.882
C  5.096  1.295  1.684
F  4.549  1.566  2.870
F  5.689  2.412  1.274
C  4.056  0.832  0.701
C  4.219  -0.336  -0.043
C  3.244  -0.744  -0.952
C  2.093  0.018  -1.114
C  1.943  1.187  -0.365
C  0.683  1.994  -0.514
F  0.215  1.970  -1.786
F  0.876  3.297  -0.203
C  -0.495  1.536  0.341
C  -1.648  2.328  0.348
C  -2.722  1.920  1.083
C  -2.578  0.718  1.769
N  -1.440  0.070  1.695
N  -0.360  0.418  1.009
C  2.909  1.609  0.541
H  5.113  -0.918  0.099
H  3.418  -1.648  -1.511
H  1.340  -0.305  -1.813
H  -1.653  3.242  -0.223
H  -3.638  2.480  1.136
H  -3.372  0.290  2.355
H  -1.348  -0.813  2.189
H  2.775  2.520  1.099
C  -4.140  -1.907  -1.492
C  -3.852  -3.391  -1.378
O  -2.422  -3.476  -1.518
S  -1.733  -2.199  -0.883
O  -1.314  -2.481  0.448
O  -0.846  -1.633  -1.829
O  -3.049  -1.283  -0.778
H  -4.117  -1.566  -2.527
H  -5.082  -1.625  -1.031
H  -4.324  -3.974  -2.162
H  -4.132  -3.789  -0.401